Formula: C15H19N4O8
Source: OMol25
Level of theory: ωB97M-V with the def2-TZVPD basis set

Cartesian coordinates (Å):
C1 -3.63068 3.46523 0.18465
C2 -3.32679 1.99606 0.48986
C3 -3.77176 1.52127 1.86331
O1 -1.85238 1.89307 0.43713
C4 -1.35153 0.81687 -0.14952
N1 0.08251 0.55501 0.12372
N2 0.88101 1.23085 -0.65030
C5 1.98004 1.97920 -0.12435
O2 2.04021 2.39591 1.02660
O3 2.93539 2.06181 -1.09944
C6 4.12509 2.97999 -0.84359
C7 4.95720 2.87906 -2.12935
C8 4.92448 2.63350 0.38268
O4 -1.95599 0.06751 -0.89974
H1 -4.70668 3.69513 0.06850
H2 -3.25882 4.07013 1.03919
H3 -3.16764 3.71485 -0.78735
H4 -3.68558 1.30042 -0.28636
H5 -4.85551 1.31431 1.80796
H6 -3.25347 0.58270 2.14622
H7 -3.58944 2.30124 2.64327
H8 3.65463 3.98095 -0.73591
H9 5.80130 3.59298 -2.08260
H10 5.38952 1.86298 -2.22236
H11 4.34140 3.12001 -3.01762
H12 5.75548 3.35695 0.43249
H13 4.26459 2.75165 1.25711
H14 5.34954 1.61512 0.29915
O5 -0.68223 -6.27893 1.92415
N3 -0.97155 -6.29672 0.70625
O6 -1.21582 -7.35509 0.07679
C9 -0.99089 -5.04252 0.00237
C10 -1.27379 -5.08996 -1.35077
C11 -1.15863 -3.88897 -2.02348
C12 -0.80686 -2.64679 -1.39710
C13 -0.45333 -2.53635 -0.03792
C14 0.05312 -1.19493 0.54061
N4 -0.69416 -0.97994 1.75552
O7 -0.68623 0.11163 2.39057
O8 -1.35608 -1.97013 2.18622
C15 -0.62357 -3.81430 0.65115
H15 -1.53687 -6.02014 -1.86130
H16 -1.40555 -3.87514 -3.08078
H17 -0.92032 -1.74383 -1.98517
H18 1.21669 -1.14313 0.59704
H19 -0.57005 -3.96953 1.73250

Summary:
**Net charge**: -1
**HOMO level**: -3.71 eV
**Energy above the lowest of the compared OMol25 structures with the same formula, charge and spin**: 1.748 eV
**Electronic energy**: -1403.6567 Ha